Below is one molecule with the formula C5H11N in a non-equilibrium geometry, with properties calculated with the ωB97M-V functional and the def2-TZVPD basis.

The calculation puts the HOMO-LUMO gap at 10.12 eV. For the LUMO energy, the calculation gives 0.03818 hartree. The structure (SMILES) is CN1CC1(C)C. For the energy above the lowest of the compared OMol25 structures with the same formula, charge and spin, the calculation gives 3.2569 eV. Its multiplicity is 1.

XYZ file:
```
17
C5H11N, DFT the ωB97M-V functional and the def2-TZVPD basis
N 1.18286 -0.39343 0.34582
C 1.72472 0.47353 -0.66771
C -0.23119 -0.35496 0.33836
C -0.95716 0.95627 -0.72539
C -1.09798 -1.59804 0.18692
C 0.53724 0.16738 1.52533
H 0.41291 1.24459 1.64465
H 0.82696 -0.33798 2.45709
H 0.84047 1.11851 -0.89339
H -0.70151 2.01716 -1.04303
H -1.20992 0.50222 -1.69527
H -1.83724 1.11205 -0.12894
H -0.69045 -2.54183 0.58393
H 1.94345 -0.12681 -1.55922
H -2.06338 -1.43134 0.67274
H -1.27589 -1.75166 -0.88248
H 2.63132 0.98442 -0.32798
```

---

Below is C4H6BrN2 as an isolated structure in a non-equilibrium geometry, with properties calculated with the ωB97M-V functional and the def2-TZVPD basis.

The calculation puts the HOMO-LUMO gap at 10.44 eV. For the LUMO energy, the calculation gives -0.16344 hartree. Its net charge is +1. For the energy above the lowest of the compared OMol25 structures with the same formula, charge and spin, the calculation gives 3.5083 eV. Its multiplicity is 1.

XYZ file:
```
13
C4H6BrN2, DFT the ωB97M-V functional and the def2-TZVPD basis
Br 2.14761 0.86297 -0.49419
N 1.04373 -1.67666 -0.49156
N -0.36767 -0.10661 0.48178
C 1.61087 -2.67480 -0.00237
C -1.78631 2.12694 -0.46474
C 0.80987 -0.39209 -0.02378
C -0.99021 1.68857 0.42697
H 1.93489 -2.51524 0.99825
H -2.34043 1.70608 -1.24251
H -2.09151 3.22909 -0.52016
H 1.67036 -3.58943 -0.59127
H -1.12732 -0.77780 0.69206
H -0.51387 2.11898 1.23152
```

---

Below is H6NO2SSi2 as an isolated structure in a non-equilibrium geometry, with properties calculated with the ωB97M-V functional and the def2-TZVPD basis.

The calculation puts the HOMO-LUMO gap at 8.23 eV. For the LUMO energy, the calculation gives 0.13656 hartree. Its net charge is -1. For the energy above the lowest of the compared OMol25 structures with the same formula, charge and spin, the calculation gives 0.0000 eV. Its multiplicity is 1.

XYZ file:
```
12
H6NO2SSi2, DFT the ωB97M-V functional and the def2-TZVPD basis
S -1.78785 0.07059 -0.54685
Si -0.01492 0.61243 1.45130
Si 1.03257 -1.00559 -1.13709
O -1.96101 0.99414 0.65713
O -1.95020 0.92250 -1.72865
N -0.04526 -0.12120 -0.17819
H 0.58339 -1.15454 -2.45005
H 2.40597 -0.19713 -0.97821
H 0.95875 -2.48092 -0.63665
H -0.68762 -0.07584 2.61525
H 1.56510 0.36970 1.37635
H -0.09892 2.06586 1.55565
```

---

Below is C25H55NO2Si2Sm as an isolated structure in a non-equilibrium geometry, with properties calculated with the ωB97M-V functional and the def2-TZVPD basis.

The calculation puts the HOMO-LUMO gap (alpha / beta) at 7.34 / 7.32 eV. For the LUMO energy (alpha / beta), the calculation gives -0.08946 / -0.08909 hartree. Its net charge is +1. For the energy above the lowest of the compared OMol25 structures with the same formula, charge and spin, the calculation gives 1.3401 eV. Its multiplicity is 6.

XYZ file:
```
86
C25H55NO2Si2Sm, DFT the ωB97M-V functional and the def2-TZVPD basis
Sm -0.31156 0.54955 1.21015
Si 2.45187 -0.35814 2.35487
Si -2.84965 1.08581 -1.75184
O 0.38803 -1.49097 -3.21573
O 1.88169 0.24162 -1.51191
N -2.52188 0.12109 2.52852
C 2.96462 -0.71301 -1.54040
C -0.59703 2.23024 6.34770
C -0.42145 1.63205 3.58990
C 2.00079 1.27115 -2.53707
C -0.25970 -1.10216 -4.54073
C 2.38086 -0.13417 4.22336
C -3.89768 2.14115 -0.62635
C 3.58121 -1.04436 -2.87777
C 0.06461 -2.88067 -2.54965
C -1.15381 0.82092 4.45021
C 1.25789 -1.77686 1.88249
C -1.09013 0.66852 -1.24497
C -2.82595 2.02643 -3.37587
C 2.94482 2.32085 -2.04514
C -3.50138 1.20825 2.77897
C 0.07312 3.09048 5.46498
C 1.96526 1.19006 1.42608
C -1.21940 1.08617 5.83290
C 0.32894 -1.94389 -5.63137
C 4.22390 -0.88759 1.98745
C 0.13717 2.79155 4.08190
C 1.11555 -3.85190 -2.97907
C -3.80340 -0.51586 -1.94612
C -3.24012 -1.01200 1.89474
C -1.95990 -0.31360 3.85351
H -0.63409 2.43855 7.41939
H 0.01191 -0.04102 -4.60985
H -2.44136 1.41076 -4.19549
H 1.36233 0.02134 4.60627
H -0.95129 -3.11861 -2.86545
H -1.33053 -1.21663 3.69784
H -3.32716 2.79650 0.03755
H 0.99423 1.65825 -2.70389
H 2.66197 2.68872 -1.05588
H -2.19255 2.91872 -3.30053
H -3.16433 -1.33711 -2.28694
H -4.27583 -0.83037 -1.00702
H 1.42698 -1.87876 -5.64923
H 4.41097 -1.75488 -2.74543
H 2.94560 3.16337 -2.73689
H 0.64733 3.48008 3.40777
H 3.71429 -0.29642 -0.86703
H -3.83294 2.36971 -3.64871
H 0.91639 -2.29191 2.79525
H 2.97404 0.75399 4.48359
H 1.92558 -2.47076 1.34349
H 2.86762 -1.51692 -3.55605
H -4.52870 2.78093 -1.25370
H -4.57937 1.54138 -0.01541
H -4.01304 -1.40237 2.57965
H 0.91473 -4.82699 -2.52590
H 3.99462 -0.16190 -3.36682
H 4.60760 -1.56161 2.76884
H -4.36364 0.79666 3.33508
H 4.86579 0.00585 1.97210
H 4.33225 -1.39550 1.01911
H 2.60350 1.30847 0.53421
H -4.60684 -0.37488 -2.68112
H -1.33755 -1.20898 -4.37954
H -3.85259 1.61540 1.82394
H 2.82069 -1.01368 4.71896
H 2.19123 2.07375 2.03326
H 0.55834 3.98520 5.84597
H 0.11103 -2.64754 -1.47733
H 0.01290 -2.98619 -5.53178
H 0.37755 -1.66924 1.20802
H -0.04341 -0.80615 -2.59766
H -0.70580 -0.24512 -1.72003
H -1.77812 0.39836 6.47880
H -3.73536 -0.66212 0.98032
H -3.04492 2.02113 3.35539
H 1.11725 -4.00106 -4.06238
H 3.96254 1.91987 -2.00336
H 2.56703 -1.61723 -1.07797
H -2.79502 -0.60436 4.52286
H -2.54197 -1.82354 1.64104
H -0.33916 1.44309 -1.48700
H 2.33962 0.83650 -3.49961
H 2.11255 -3.54055 -2.64415
H -0.04017 -1.57492 -6.59026
```

---

Below is one molecule with the formula C2H4N2 in a non-equilibrium geometry, with properties calculated with the ωB97M-V functional and the def2-TZVPD basis.

The calculation puts the HOMO-LUMO gap at 8.95 eV. For the LUMO energy, the calculation gives -0.00248 hartree. The structure (SMILES) is [H]/N=N\C=C. For the energy above the lowest of the compared OMol25 structures with the same formula, charge and spin, the calculation gives 2.7879 eV. Its multiplicity is 1.

XYZ file:
```
8
C2H4N2, DFT the ωB97M-V functional and the def2-TZVPD basis
N 0.97011 -0.42985 0.02109
N 2.09809 0.09853 0.02540
C -1.36000 -0.54741 0.02083
C -0.25038 0.19813 -0.04754
H -0.22761 1.23078 -0.12351
H -2.29361 -0.07592 -0.03405
H 2.18279 1.08652 0.09694
H -1.11939 -1.56078 0.04084
```

---

Below is a 2-piece molecular cluster, C4H12 overall in a non-equilibrium geometry, with properties calculated with the ωB97M-V functional and the def2-TZVPD basis.

The calculation puts the HOMO-LUMO gap at 12.84 eV. For the LUMO energy, the calculation gives 0.04223 hartree. The structure (SMILES) is CC.CC. For the energy above the lowest of the compared OMol25 structures with the same formula, charge and spin, the calculation gives 1.1193 eV. Its multiplicity is 1.

XYZ file:
```
16
C4H12, DFT the ωB97M-V functional and the def2-TZVPD basis
C 0.55090 -1.15116 1.14857
C -0.96259 0.71981 -2.23777
C -0.61158 1.98496 -1.38889
C 0.83030 -1.55545 2.59295
H 0.71809 -0.19050 0.94580
H 1.87372 -1.33373 2.61379
H 0.38119 2.30518 -1.73516
H -0.59933 1.92506 -0.33163
H 0.90794 -2.65523 2.72289
H 1.41511 -1.51285 0.57882
H -1.87135 1.02836 -2.69011
H -0.37245 -1.50104 0.62595
H -1.15734 -0.22644 -1.73811
H 0.28266 -1.12205 3.42540
H -0.16386 0.52546 -2.92948
H -1.22144 2.75963 -1.60301
```

---

| no. | total energy (eV) |
| --- | --- |
| 1 | -6850.2716 |
| 2 | -77257.3976 |
| 3 | -32274.0974 |
| 4 | -66051.8531 |
| 5 | -5116.1722 |
| 6 | -4341.4090 |